{
  "formula": "C11H11F9N8O7S3V",
  "method": "the ωB97M-V functional and the def2-TZVPD basis",
  "relative_energy_ev": 0.217,
  "fmax_ev_per_a": 0.9,
  "homo_ha": -0.7149,
  "gap_ev": 6.342,
  "charge": 3,
  "total_energy_ha": -4426.847612,
  "species": ["V", "N", "C", "N", "C", "N", "N", "C", "N", "C", "C", "C", "C", "C", "N", "H", "H", "H", "H", "H", "H", "H", "H", "F", "C", "F", "F", "S", "O", "O", "N", "S", "O", "O", "C", "F", "F", "F", "N", "H", "H", "H", "F", "C", "F", "F", "S", "O", "O", "O"],
  "positions_angstrom": [[0.449559, 0.492736, 0.055409], [-0.973000, 3.418433, 1.229114], [-1.629838, 2.253127, 1.497800], [-2.880843, 2.269320, 1.818988], [-3.442883, 1.106033, 2.216237], [-4.726640, 1.056821, 2.424594], [-2.702708, -0.022381, 2.481304], [-1.488840, 0.001254, 2.075191], [-0.887294, 1.071332, 1.413597], [-0.581913, -1.132578, 2.259819], [-0.829202, -2.187790, 3.102233], [0.172434, -3.146482, 3.258422], [1.363564, -2.990552, 2.570344], [1.520865, -1.914695, 1.712749], [0.558021, -0.991592, 1.550155], [-1.600055, 4.218270, 1.256293], [-0.170031, 3.584072, 1.825338], [-5.300571, 1.876968, 2.274561], [-5.155513, 0.211587, 2.778275], [-1.769944, -2.245496, 3.632228], [0.023463, -3.991601, 3.918050], [2.172961, -3.698937, 2.681975], [2.433033, -1.784422, 1.152930], [-0.268875, -3.737514, -3.573605], [-0.596254, -2.564751, -3.117541], [-1.879572, -2.458942, -2.880832], [-0.176950, -1.597465, -3.908221], [0.295327, -2.348403, -1.475461], [-0.204524, -0.961245, -1.037393], [-0.032726, -3.400806, -0.594116], [1.817245, -2.193778, -1.810180], [2.542548, -0.823027, -1.786790], [2.150937, -0.127741, -0.443352], [2.436200, 0.061988, -2.885213], [4.333787, -1.283671, -1.432719], [4.762043, -1.971742, -2.447596], [4.353269, -1.983220, -0.316644], [4.973100, -0.147671, -1.289125], [1.760524, 2.105357, 0.493248], [2.404169, 2.166948, -0.295961], [2.328969, 1.968381, 1.330807], [1.283369, 3.002886, 0.552364], [0.446147, 1.841639, -3.897336], [-0.828822, 2.055756, -3.716117], [-1.326878, 2.893430, -4.571522], [-1.507617, 0.937478, -3.651043], [-1.011709, 2.886534, -2.004531], [-2.339922, 2.836645, -1.543437], [-0.206185, 1.485278, -1.086696], [-0.062224, 3.904232, -1.796594]],
  "forces_ev_per_a": [[-0.5, 0.4, -0.7], [-0.1, 0.0, 0.0], [0.0, 0.0, 0.0], [0.0, 0.0, 0.0], [-0.1, 0.0, 0.0], [0.0, 0.0, 0.0], [0.0, 0.0, -0.1], [0.0, 0.0, 0.1], [0.1, -0.1, -0.3], [0.0, 0.0, 0.0], [0.0, 0.0, 0.0], [0.0, 0.0, 0.0], [0.0, 0.0, 0.0], [0.0, 0.0, 0.0], [0.1, -0.1, 0.3], [0.0, 0.0, 0.0], [0.0, 0.0, 0.0], [0.0, 0.0, 0.0], [0.0, 0.0, 0.0], [0.0, 0.0, 0.0], [0.0, 0.0, 0.0], [0.0, 0.0, 0.0], [0.0, 0.0, 0.0], [0.0, -0.1, 0.0], [0.1, 0.0, 0.0], [-0.1, 0.0, 0.0], [0.0, 0.0, 0.0], [-0.1, 0.1, 0.0], [-0.1, 0.1, 0.3], [0.0, 0.0, 0.0], [0.1, 0.0, 0.0], [0.0, -0.2, 0.0], [0.3, 0.0, -0.2], [0.0, 0.0, 0.0], [0.0, 0.0, 0.0], [0.0, 0.0, 0.0], [0.0, 0.0, 0.0], [0.0, 0.0, 0.0], [-0.1, -0.1, 0.3], [0.0, 0.0, 0.0], [0.0, 0.0, 0.0], [0.0, 0.0, 0.0], [0.0, 0.0, 0.0], [0.0, -0.1, -0.1], [0.0, 0.0, 0.0], [0.0, 0.0, 0.0], [-0.1, 0.1, -0.1], [0.0, 0.0, 0.1], [0.3, -0.1, 0.3], [0.0, 0.0, 0.0]]
}


{
  "formula": "C20H32ClN3O2S",
  "method": "the ωB97M-V functional and the def2-TZVPD basis",
  "relative_energy_ev": 0.125,
  "fmax_ev_per_a": 0.2,
  "homo_ha": -0.3295,
  "gap_ev": 9.397,
  "smiles": "CCCCCCNC(=O)[C@H](c1cc(C)cc(Cl)c1)N1CCC[S@@](=N)(=O)CC1",
  "total_energy_ha": -1954.398046,
  "species": ["C", "C", "C", "C", "C", "C", "N", "C", "O", "C", "C", "C", "C", "C", "C", "C", "Cl", "C", "N", "C", "C", "C", "S", "N", "O", "C", "C", "H", "H", "H", "H", "H", "H", "H", "H", "H", "H", "H", "H", "H", "H", "H", "H", "H", "H", "H", "H", "H", "H", "H", "H", "H", "H", "H", "H", "H", "H", "H", "H"],
  "positions_angstrom": [[-5.406874, -6.507678, -0.129136], [-5.281795, -5.021816, 0.181592], [-3.844644, -4.523087, 0.102975], [-3.707855, -3.035697, 0.400745], [-2.266759, -2.545002, 0.336436], [-2.172981, -1.030212, 0.393861], [-0.787523, -0.593986, 0.357123], [-0.441455, 0.664397, -0.003146], [-1.245543, 1.485006, -0.398045], [1.047541, 0.988360, 0.209087], [1.150917, 1.681453, 1.557891], [0.576450, 2.934345, 1.727791], [0.635235, 3.584732, 2.955388], [0.006441, 4.940907, 3.126250], [1.279250, 2.959378, 4.019383], [1.848125, 1.710872, 3.840789], [2.654583, 0.941287, 5.176597], [1.794516, 1.061196, 2.619619], [1.572405, 1.823010, -0.857305], [2.966142, 2.170729, -0.567687], [3.728866, 2.838904, -1.716267], [4.547789, 1.862851, -2.557223], [3.614410, 0.855315, -3.692802], [2.964387, 1.790794, -4.699826], [4.462319, -0.247724, -4.104458], [2.316226, 0.197096, -2.662792], [1.335026, 1.282999, -2.191882], [-6.442003, -6.844608, -0.068310], [-5.042835, -6.728238, -1.134646], [-4.820076, -7.104145, 0.572439], [-5.899608, -4.446117, -0.514452], [-5.678399, -4.819265, 1.181180], [-3.225189, -5.095105, 0.803241], [-3.444365, -4.728193, -0.895971], [-4.310671, -2.471878, -0.319511], [-4.127302, -2.816937, 1.388009], [-1.693855, -2.986481, 1.159993], [-1.801645, -2.892143, -0.591750], [-2.681978, -0.579530, -0.458490], [-2.667193, -0.650561, 1.294390], [-0.084413, -1.201229, 0.743545], [1.603867, 0.034870, 0.284013], [0.074411, 3.393658, 0.884582], [0.114946, 5.303108, 4.147523], [0.466715, 5.668463, 2.456202], [-1.057106, 4.905679, 2.886947], [1.339679, 3.441786, 4.986168], [2.258822, 0.090075, 2.502538], [2.960860, 2.839321, 0.293192], [3.536703, 1.279050, -0.247077], [3.068077, 3.432921, -2.348861], [4.438347, 3.542282, -1.276940], [5.234548, 2.381946, -3.228223], [5.117328, 1.173039, -1.932756], [3.143892, 1.508667, -5.655764], [1.834928, -0.506273, -3.345537], [2.775540, -0.370330, -1.851689], [0.321594, 0.889444, -2.213458], [1.341181, 2.088296, -2.925484]],
  "forces_ev_per_a": [[0.0, 0.0, 0.0], [0.0, 0.0, 0.0], [0.0, 0.0, 0.1], [0.0, 0.0, -0.1], [0.0, 0.0, -0.1], [0.0, 0.0, 0.0], [0.0, 0.0, 0.0], [0.0, 0.0, 0.2], [0.0, 0.0, -0.1], [0.0, 0.0, 0.0], [0.0, 0.0, 0.0], [0.0, 0.0, 0.0], [0.0, 0.0, 0.0], [0.0, 0.0, 0.0], [0.0, 0.0, 0.0], [0.0, 0.0, 0.0], [0.0, 0.0, 0.0], [0.0, 0.0, 0.0], [0.1, 0.0, 0.0], [0.0, 0.1, 0.0], [0.0, 0.0, 0.1], [0.0, 0.1, -0.1], [0.0, 0.0, -0.1], [0.1, 0.0, 0.0], [0.0, 0.0, 0.0], [-0.1, 0.0, -0.1], [0.0, 0.0, 0.1], [0.0, 0.0, 0.0], [0.0, 0.0, 0.0], [0.0, 0.0, 0.0], [0.0, 0.0, 0.0], [0.0, 0.0, 0.0], [0.0, 0.0, 0.0], [0.0, 0.0, 0.0], [0.0, 0.0, 0.0], [0.0, 0.0, 0.0], [0.0, 0.0, 0.0], [0.0, 0.0, 0.0], [0.0, 0.0, 0.0], [0.0, 0.0, 0.0], [0.0, 0.0, 0.0], [0.0, 0.0, 0.0], [0.0, 0.0, 0.0], [0.0, 0.0, 0.0], [0.0, 0.0, 0.0], [0.0, 0.0, 0.0], [0.0, 0.0, 0.0], [0.0, 0.0, 0.0], [0.0, 0.0, 0.0], [0.0, 0.0, 0.0], [0.0, 0.0, 0.0], [0.0, 0.0, 0.0], [0.0, 0.0, 0.1], [0.0, 0.0, 0.0], [0.0, 0.0, 0.0], [0.0, 0.0, 0.1], [0.0, 0.0, 0.0], [0.0, 0.0, 0.0], [0.0, 0.0, 0.0]]
}